Entry 1:
The following is a DFT calculation (ωB97M-V/def2-TZVPD) of 2 unconnected molecules or ions with the total composition C4H10N.

Output
* ΔE to the lowest compared entry with this formula, charge and spin: 71.4 kcal/mol
* E_HOMO: -0.4388 Eh
* maximum force: 1.69 eV/Å
* total charge: +1
* frontier orbital gap: 6.08 eV

Last column: Löwdin charge in e.
Atoms and positions in Å:
C1 1.496 1.116 -2.740  -0.09
C2 1.487 0.375 -3.849  -0.07
H1 2.088 2.029 -2.720  0.05
H2 1.118 0.769 -1.793  0.02
H3 2.298 0.551 -4.550  0.05
H4 0.696 -0.310 -4.129  0.05
C3 -0.613 -1.238 1.464  0.02
C4 -1.854 0.246 2.992  0.21
N1 -0.797 -0.419 2.689  0.01
H5 -1.420 -1.922 1.262  0.11
H6 -0.466 -0.511 0.668  0.11
H7 0.347 -1.725 1.609  0.11
H8 -2.618 0.169 2.228  0.13
H9 -1.850 0.909 3.843  0.13
H10 0.088 -0.038 3.025  0.18


Entry 2:
The following is a DFT calculation (ωB97M-V/def2-TZVPD) of 20 unconnected molecules or ions with the total composition C80H220N20O20.

Output
* ΔE to the lowest compared entry with this formula, charge and spin: 116.6 kcal/mol
* E_HOMO: -0.3187 Eh
* maximum force: 3.50 eV/Å
* total charge: 0
* frontier orbital gap: 9.05 eV

Last column: Löwdin charge in e.
Atoms and positions in Å:
C1 -8.325 -11.914 28.197  -0.06
C2 -7.849 -10.816 29.120  -0.44
C3 -6.291 -10.985 29.336  -0.19
O1 -6.071 -12.341 29.721  -0.18
C4 -4.724 -12.588 29.550  -0.12
N1 -8.102 -9.474 28.607  0.03
H1 -9.367 -11.754 27.947  0.05
H2 -8.177 -12.924 28.623  0.07
H3 -7.729 -11.757 27.262  0.10
H4 -8.386 -10.780 30.103  0.13
H5 -5.895 -10.158 30.002  0.12
H6 -5.883 -10.712 28.361  0.10
H7 -4.431 -13.573 29.745  0.08
H8 -4.090 -11.874 30.161  0.08
H9 -4.504 -12.352 28.513  0.09
H10 -8.154 -9.493 27.553  0.09
H11 -9.003 -9.128 28.994  0.06
C5 -1.157 -14.403 32.939  -0.06
C6 -1.271 -13.315 31.969  -0.44
C7 -2.435 -12.309 32.366  -0.21
O2 -3.627 -12.994 32.389  -0.21
C8 -4.709 -12.193 32.815  -0.11
N2 -0.063 -12.583 31.876  0.03
H12 -2.146 -14.846 33.041  0.06
H13 -0.748 -14.164 33.938  0.07
H14 -0.614 -15.268 32.506  0.10
H15 -1.482 -13.657 30.961  0.14
H16 -2.395 -11.544 31.575  0.11
H17 -2.294 -11.752 33.287  0.10
H18 -4.797 -11.319 32.153  0.06
H19 -4.738 -11.852 33.857  0.07
H20 -5.660 -12.777 32.620  0.09
H21 0.404 -12.360 32.779  0.08
H22 -0.209 -11.684 31.374  0.08
C9 -16.696 -6.049 35.629  -0.04
C10 -17.398 -6.139 34.257  -0.43
C11 -16.421 -6.339 33.133  -0.26
O3 -15.578 -7.358 33.522  -0.19
C12 -14.623 -7.571 32.522  -0.11
N3 -18.373 -7.192 34.158  0.03
H23 -16.009 -5.216 35.690  0.08
H24 -16.204 -6.999 35.744  0.06
H25 -17.327 -5.823 36.441  0.05
H26 -17.921 -5.190 34.049  0.14
H27 -15.877 -5.457 32.858  0.12
H28 -17.027 -6.635 32.269  0.13
H29 -15.002 -8.002 31.618  0.08
H30 -13.809 -8.180 32.850  0.05
H31 -14.148 -6.576 32.322  0.10
H32 -19.129 -7.198 34.812  0.07
H33 -17.917 -8.118 34.146  0.09
C13 -7.130 -5.365 32.043  -0.04
C14 -7.525 -6.361 30.984  -0.43
C15 -8.459 -5.789 29.870  -0.18
O4 -9.768 -5.597 30.443  -0.24
C16 -10.822 -5.536 29.444  -0.08
N4 -6.351 -6.862 30.352  0.07
H34 -6.760 -5.950 32.861  0.05
H35 -7.848 -4.659 32.427  0.09
H36 -6.255 -4.778 31.752  0.05
H37 -8.207 -7.130 31.363  0.12
H38 -8.566 -6.430 28.925  0.14
H39 -8.032 -4.849 29.595  0.08
H40 -11.084 -6.562 29.160  0.06
H41 -10.361 -4.896 28.691  0.09
H42 -11.668 -5.023 29.932  0.10
H43 -6.591 -7.780 29.931  0.07
H44 -5.728 -7.187 31.084  0.04
C17 2.880 -9.681 38.300  -0.05
C18 1.945 -8.759 39.063  -0.43
C19 0.578 -8.805 38.480  -0.24
O5 0.460 -7.932 37.374  -0.18
C20 -0.863 -7.469 37.092  -0.07
N5 1.828 -9.155 40.477  0.06
H45 2.472 -10.702 38.181  0.06
H46 3.856 -9.687 38.864  0.09
H47 3.091 -9.253 37.326  0.08
H48 2.319 -7.711 38.953  0.15
H49 -0.119 -8.509 39.219  0.08
H50 0.430 -9.803 38.141  0.09
H51 -1.424 -8.257 36.574  0.07
H52 -0.847 -6.543 36.539  0.07
H53 -1.309 -7.233 38.095  0.10
H54 2.687 -9.550 40.809  0.06
H55 1.688 -8.261 40.958  0.05
C21 -7.472 -9.802 33.518  -0.03
C22 -6.500 -8.653 33.940  -0.36
C23 -6.155 -8.792 35.428  -0.19
O6 -6.034 -10.160 35.755  -0.23
C24 -5.974 -10.367 37.147  -0.08
N6 -5.379 -8.652 32.987  0.07
H56 -6.915 -10.768 33.529  0.07
H57 -7.766 -9.625 32.439  0.08
H58 -8.400 -9.938 34.041  0.04
H59 -6.923 -7.662 33.884  0.09
H60 -6.920 -8.400 36.086  0.10
H61 -5.177 -8.307 35.616  0.12
H62 -5.996 -11.395 37.471  0.07
H63 -6.876 -9.968 37.570  0.07
H64 -5.076 -9.725 37.543  0.12
H65 -4.873 -9.548 32.897  0.06
H66 -4.801 -7.829 33.080  0.03
C25 -2.156 -10.943 39.147  -0.06
C26 -1.753 -11.908 40.242  -0.41
C27 -2.568 -13.218 40.221  -0.24
O7 -3.923 -12.899 40.228  -0.22
C28 -4.794 -13.996 40.323  -0.11
N7 -0.310 -12.271 40.006  0.05
H67 -3.215 -10.703 39.361  0.07
H68 -2.097 -11.357 38.124  0.07
H69 -1.574 -9.925 39.263  0.08
H70 -2.044 -11.531 41.271  0.15
H71 -2.389 -13.844 41.190  0.15
H72 -2.266 -13.834 39.375  0.12
H73 -4.633 -14.655 39.411  0.10
H74 -5.813 -13.573 40.386  0.09
H75 -4.549 -14.669 41.205  0.10
H76 -0.135 -13.053 40.617  0.06
H77 0.205 -11.439 40.307  0.06
C29 -10.812 -5.760 34.497  -0.03
C30 -10.096 -7.084 34.209  -0.44
C31 -10.167 -8.005 35.403  -0.21
O8 -9.321 -7.479 36.408  -0.22
C32 -9.700 -7.820 37.742  -0.09
N8 -10.697 -7.701 33.045  0.07
H78 -11.829 -5.946 34.478  0.05
H79 -10.567 -4.978 33.816  0.07
H80 -10.692 -5.477 35.533  0.08
H81 -9.042 -6.734 34.091  0.13
H82 -9.890 -9.003 35.024  0.10
H83 -11.292 -7.981 35.658  0.13
H84 -9.025 -7.220 38.394  0.08
H85 -9.581 -8.899 37.907  0.08
H86 -10.754 -7.506 38.052  0.11
H87 -10.667 -7.002 32.341  0.04
H88 -10.264 -8.563 32.653  0.06
C33 -6.885 -15.659 36.818  -0.04
C34 -6.894 -14.102 36.710  -0.42
C35 -5.731 -13.684 35.810  -0.22
O9 -4.489 -13.998 36.429  -0.18
C36 -3.424 -13.578 35.619  -0.11
N9 -8.145 -13.637 36.153  0.06
H89 -5.840 -16.038 36.899  0.08
H90 -7.216 -16.031 35.820  0.07
H91 -7.427 -16.013 37.652  0.05
H92 -6.750 -13.735 37.730  0.12
H93 -5.823 -12.672 35.635  0.06
H94 -5.854 -14.140 34.808  0.12
H95 -3.530 -13.969 34.581  0.08
H96 -2.519 -14.133 36.020  0.10
H97 -3.195 -12.478 35.729  0.10
H98 -8.317 -14.124 35.306  0.02
H99 -8.080 -12.657 35.850  0.07
C37 -5.156 -5.979 38.488  -0.03
C38 -5.814 -4.912 37.504  -0.42
C39 -5.086 -4.863 36.169  -0.21
O10 -5.634 -3.702 35.562  -0.18
C40 -4.879 -3.371 34.421  -0.10
N10 -7.203 -5.200 37.461  0.05
H100 -4.153 -5.724 38.761  0.05
H101 -5.109 -6.924 38.045  0.03
H102 -5.829 -6.023 39.356  0.08
H103 -5.765 -3.870 37.888  0.15
H104 -5.388 -5.730 35.571  0.12
H105 -3.979 -4.836 36.236  0.12
H106 -3.856 -3.218 34.736  0.07
H107 -5.231 -2.372 34.097  0.09
H108 -5.022 -4.064 33.555  0.07
H109 -7.444 -6.085 37.085  0.03
H110 -7.837 -4.598 36.915  0.10
C41 1.212 -4.116 42.258  -0.07
C42 0.152 -4.894 41.449  -0.46
C43 -0.045 -6.300 42.135  -0.21
O11 -1.085 -6.927 41.403  -0.19
C44 -1.283 -8.264 41.849  -0.11
N11 -1.021 -4.137 41.341  0.05
H111 0.956 -4.019 43.280  0.06
H112 1.382 -3.101 41.940  0.07
H113 2.240 -4.464 42.216  0.07
H114 0.512 -5.168 40.406  0.15
H115 -0.313 -6.006 43.170  0.13
H116 0.927 -6.891 42.194  0.12
H117 -1.931 -8.279 42.743  0.10
H118 -0.369 -8.765 42.071  0.06
H119 -1.813 -8.907 41.140  0.07
H120 -1.336 -3.850 42.247  0.08
H121 -1.700 -4.719 40.888  0.07
C45 -1.977 -7.794 33.739  -0.04
C46 -2.375 -6.332 33.822  -0.41
C47 -1.247 -5.402 33.790  -0.24
O12 -1.748 -4.158 34.184  -0.21
C48 -0.983 -3.060 33.755  -0.10
N12 -3.318 -5.924 32.758  0.08
H122 -1.494 -8.128 32.811  0.07
H123 -2.850 -8.413 34.007  0.07
H124 -1.182 -7.965 34.484  0.05
H125 -2.860 -6.146 34.805  0.13
H126 -0.766 -5.341 32.797  0.13
H127 -0.453 -5.667 34.551  0.14
H128 -1.490 -2.144 33.835  0.07
H129 -0.598 -3.197 32.714  0.10
H130 -0.124 -2.973 34.395  0.08
H131 -2.994 -6.176 31.848  0.01
H132 -3.403 -4.903 32.742  0.04
C49 -2.114 -10.284 24.493  -0.06
C50 -3.527 -10.529 23.968  -0.46
C51 -4.634 -10.007 24.831  -0.25
O13 -4.433 -8.623 24.969  -0.20
C52 -5.557 -8.031 25.642  -0.08
N13 -3.608 -10.093 22.563  0.05
H133 -1.737 -9.380 24.014  0.07
H134 -1.523 -11.144 24.075  0.09
H135 -2.031 -10.308 25.578  0.06
H136 -3.660 -11.578 24.016  0.12
H137 -4.615 -10.500 25.815  0.12
H138 -5.542 -10.305 24.230  0.14
H139 -5.806 -8.405 26.626  0.06
H140 -6.385 -8.130 24.944  0.08
H141 -5.129 -6.994 25.688  0.10
H142 -3.971 -9.146 22.581  0.07
H143 -4.194 -10.758 22.083  0.06
C53 -12.129 -11.779 29.944  -0.04
C54 -11.855 -10.752 31.059  -0.44
C55 -11.045 -11.472 32.166  -0.19
O14 -11.834 -12.553 32.681  -0.20
C56 -11.313 -13.212 33.827  -0.09
N14 -11.195 -9.583 30.574  0.07
H144 -12.539 -12.747 30.321  0.09
H145 -11.207 -11.916 29.325  0.07
H146 -12.866 -11.270 29.308  0.06
H147 -12.817 -10.497 31.566  0.14
H148 -10.870 -10.764 32.974  0.10
H149 -10.103 -11.895 31.843  0.10
H150 -11.941 -13.124 34.690  0.07
H151 -10.367 -12.822 34.105  0.06
H152 -11.075 -14.267 33.614  0.07
H153 -11.540 -9.303 29.630  0.05
H154 -11.329 -8.830 31.213  0.02
C57 1.834 -13.974 37.928  -0.07
C58 1.046 -13.825 36.617  -0.43
C59 0.654 -12.338 36.532  -0.21
O15 -0.103 -12.019 35.378  -0.20
C60 -0.492 -10.668 35.392  -0.11
N15 1.730 -14.328 35.466  0.07
H155 2.749 -13.320 38.070  0.09
H156 2.250 -14.987 37.985  0.07
H157 1.367 -13.814 38.933  0.06
H158 0.125 -14.351 36.786  0.13
H159 1.589 -11.763 36.545  0.11
H160 0.142 -11.993 37.393  0.07
H161 -1.068 -10.563 34.472  0.06
H162 0.359 -9.944 35.430  0.11
H163 -1.146 -10.529 36.253  0.07
H164 1.159 -14.163 34.636  0.05
H165 2.562 -13.800 35.286  0.07
C61 -3.254 -8.510 30.084  -0.07
C62 -1.791 -8.215 30.019  -0.43
C63 -1.242 -8.630 28.619  -0.25
O16 0.056 -8.202 28.593  -0.21
C64 0.678 -8.372 27.337  -0.09
N16 -1.618 -6.811 30.307  0.02
H166 -3.823 -7.804 29.516  0.05
H167 -3.651 -8.456 31.075  0.04
H168 -3.486 -9.503 29.779  0.05
H169 -1.085 -8.763 30.799  0.16
H170 -1.844 -8.151 27.775  0.15
H171 -1.336 -9.759 28.593  0.14
H172 0.007 -7.847 26.618  0.10
H173 0.786 -9.439 27.116  0.09
H174 1.696 -7.945 27.363  0.09
H175 -2.210 -6.221 29.641  0.06
H176 -0.615 -6.522 30.145  0.11
C65 -12.107 -6.739 26.272  -0.04
C66 -12.730 -8.109 26.588  -0.42
C67 -12.063 -9.320 26.038  -0.25
O17 -11.944 -9.282 24.643  -0.17
C68 -13.020 -9.971 24.005  -0.09
N17 -12.814 -8.355 28.030  0.03
H177 -12.767 -5.909 26.306  0.06
H178 -11.743 -6.731 25.220  0.09
H179 -11.249 -6.458 26.857  0.05
H180 -13.786 -8.084 26.147  0.15
H181 -12.609 -10.156 26.375  0.10
H182 -11.051 -9.397 26.460  0.13
H183 -13.999 -9.966 24.588  0.11
H184 -12.738 -11.019 23.833  0.09
H185 -13.221 -9.416 23.139  0.07
H186 -13.529 -9.071 28.149  0.08
H187 -13.050 -7.585 28.647  0.07
C69 -13.291 -9.946 35.211  -0.05
C70 -14.506 -10.323 36.150  -0.49
C71 -14.627 -11.746 36.446  -0.24
O18 -15.498 -11.956 37.511  -0.21
C72 -15.733 -13.309 37.870  -0.09
N18 -14.306 -9.534 37.304  0.03
H188 -13.458 -10.403 34.243  0.07
H189 -12.379 -10.127 35.804  0.08
H190 -13.310 -8.841 35.076  0.06
H191 -15.314 -9.988 35.536  0.12
H192 -13.648 -12.087 36.832  0.13
H193 -14.995 -12.385 35.591  0.15
H194 -16.134 -13.369 38.893  0.10
H195 -14.763 -13.809 37.881  0.08
H196 -16.338 -13.782 37.149  0.07
H197 -14.925 -9.836 38.092  0.09
H198 -14.469 -8.511 37.106  0.10
C73 -2.727 -3.669 30.223  -0.04
C74 -4.022 -4.421 29.965  -0.46
C75 -5.166 -3.511 29.745  -0.29
O19 -5.312 -2.649 30.814  -0.19
C76 -6.690 -2.173 30.873  -0.06
N19 -3.912 -5.340 28.852  0.05
H199 -2.916 -3.159 31.162  0.07
H200 -2.612 -2.835 29.523  0.09
H201 -1.870 -4.334 30.223  0.06
H202 -4.289 -5.000 30.873  0.10
H203 -6.058 -4.135 29.512  0.10
H204 -5.096 -2.866 28.775  0.16
H205 -7.471 -3.018 30.954  0.09
H206 -6.862 -1.435 30.085  0.09
H207 -6.752 -1.727 31.842  0.07
H208 -3.781 -4.846 27.961  0.10
H209 -4.695 -5.948 28.872  0.03
C77 -8.612 -14.210 31.529  -0.05
C78 -8.175 -15.587 32.043  -0.43
C79 -6.676 -15.536 32.133  -0.24
O20 -6.091 -16.740 32.572  -0.18
C80 -4.684 -16.708 32.378  -0.09
N20 -8.780 -15.919 33.342  0.06
H210 -9.644 -14.025 31.650  0.04
H211 -8.373 -14.026 30.443  0.09
H212 -8.089 -13.450 32.103  0.07
H213 -8.489 -16.240 31.199  0.14
H214 -6.350 -14.673 32.786  0.10
H215 -6.328 -15.280 31.101  0.14
H216 -4.311 -17.350 33.179  0.09
H217 -4.297 -15.705 32.564  0.06
H218 -4.405 -17.023 31.361  0.10
H219 -8.312 -16.796 33.628  0.08
H220 -9.790 -16.084 33.202  0.08